Molecular formula: C54H49CaN13O2SSe
Method: DFT, ωB97M-V/def2-TZVPD

CARTESIAN COORDINATES (ANGSTROEM)
Ca -0.195 1.041 -0.603
C 4.305 0.513 6.674
C 5.291 0.913 5.773
C 4.982 1.216 4.451
C 3.657 1.152 4.061
C 3.039 1.221 2.711
N 1.603 1.458 3.070
C 1.364 0.716 4.276
N 0.331 0.117 4.789
C -0.955 -0.009 4.243
C -2.253 0.083 4.773
C -2.732 0.129 6.106
C -4.053 0.369 6.326
C -4.958 0.586 5.241
C -4.537 0.548 3.947
C -3.172 0.283 3.668
C -2.444 0.322 2.468
N -2.460 1.062 1.220
C -1.643 2.078 1.662
N -0.363 2.306 1.209
C 0.298 1.709 2.458
N -0.078 0.259 2.189
C 0.793 -0.434 1.394
N 1.568 0.418 0.749
C 2.878 -0.075 0.737
N 3.613 0.589 1.758
C 2.775 -1.480 1.094
C 3.706 -2.524 1.209
C 3.286 -3.757 1.653
C 1.948 -3.993 2.030
C 1.023 -2.974 1.982
C 1.438 -1.721 1.522
C -0.510 2.471 3.539
C -0.137 3.067 4.733
C -1.098 3.817 5.400
C -2.390 3.958 4.890
C -2.741 3.387 3.676
C -1.757 2.681 3.010
N -1.158 -0.066 2.895
C 2.678 0.752 4.962
C 2.980 0.411 6.267
H 4.578 0.270 7.692
H 6.319 0.974 6.106
H 5.753 1.484 3.741
H -2.043 -0.022 6.927
H -4.433 0.403 7.339
H -5.999 0.787 5.461
H -5.225 0.728 3.129
H 4.741 -2.361 0.932
H 4.000 -4.569 1.718
H 1.656 -4.975 2.382
H 0.000 -3.135 2.301
H 0.859 2.963 5.143
H -0.839 4.302 6.332
H -3.121 4.534 5.444
H -3.733 3.501 3.258
H 2.198 0.074 6.934
C 4.411 0.811 -2.831
N 4.208 1.794 -1.786
C 5.146 2.100 -0.822
C 4.576 2.989 0.010
N 3.293 3.208 -0.449
C 2.344 4.098 0.201
C 3.070 2.477 -1.556
Se 1.517 2.418 -2.609
H 5.415 0.926 -3.235
H 3.673 0.975 -3.611
H 4.288 -0.190 -2.412
H 6.113 1.632 -0.802
H 4.941 3.455 0.906
H 2.787 5.088 0.294
H 2.084 3.702 1.182
H 1.447 4.145 -0.410
O -0.421 -1.153 -1.240
C -0.132 -1.838 -2.212
C 1.101 -1.598 -3.038
C 1.903 -2.912 -3.092
C 1.891 -3.687 -1.756
C 0.730 -4.680 -1.580
C -0.636 -4.018 -1.408
N -0.839 -3.000 -2.464
H 1.675 -0.819 -2.535
H 0.829 -1.215 -4.025
H 2.931 -2.667 -3.365
H 1.528 -3.556 -3.894
H 1.885 -2.977 -0.921
H 2.827 -4.238 -1.660
H 0.926 -5.306 -0.706
H 0.694 -5.350 -2.447
H -0.704 -3.501 -0.450
H -1.447 -4.745 -1.456
H -0.582 -3.380 -3.367
C -3.274 -1.762 0.393
C -4.206 -2.595 -0.473
C -4.827 -1.803 -1.616
N -3.854 -1.386 -2.617
C -3.249 -0.212 -2.833
S -2.150 -0.004 -4.064
N -3.634 0.805 -1.962
C -2.910 1.927 -1.630
O -1.723 2.027 -1.892
C -3.642 3.006 -0.901
C -2.882 4.094 -0.487
C -3.468 5.109 0.254
C -4.815 5.040 0.576
C -5.581 3.962 0.149
C -4.997 2.948 -0.591
H -2.844 -2.361 1.197
H -3.801 -0.926 0.860
H -2.447 -1.344 -0.184
H -5.029 -2.997 0.125
H -3.676 -3.455 -0.893
H -5.359 -0.936 -1.221
H -5.577 -2.398 -2.140
H -3.499 -2.106 -3.229
H -4.411 0.625 -1.348
H -1.829 4.126 -0.731
H -2.868 5.945 0.587
H -5.272 5.828 1.161
H -6.633 3.913 0.394
H -5.625 2.128 -0.915

Frontier orbital gap: 0.209 Eh
Molecular weight: 1063.18 g/mol
Maximum force: 0.88 eV/Å